Run i
Computed, not measured: a molecular structure, C33H37ClFeO2Si2, with ωB97M-V/def2-TZVPD.

Results
**LUMO energy (spin up / spin down)**: -3.5 / -5.0 eV
**Kohn-Sham gap (spin up / spin down)**: 6.236 / 6.475 eV

```
! RIJCOSX wB97M-V def2-TZVPD def2/J DEFGRID3
* xyz 1 6
C -1.00520 -1.59815 2.54406
C -2.26403 -1.04296 2.10076
C -3.23260 -2.12123 2.04998
H -2.46502 0.01127 1.93631
C -2.56098 -3.34549 2.44215
C -1.18092 -3.01970 2.73833
H -0.42389 -3.69966 3.12379
H -0.11229 -1.02388 2.78287
H -4.29009 -2.00946 1.83063
H -3.02980 -4.31777 2.57073
Fe -1.66880 -2.50549 0.81513
Si -1.04841 -1.17506 -2.55900
C -0.53677 0.52606 -3.15696
C 0.74568 0.75506 -3.66065
H 1.51714 -0.01721 -3.58667
C 1.05175 1.97515 -4.27014
H 2.05529 2.14228 -4.66117
C 0.07615 2.97008 -4.36288
H 0.31096 3.91665 -4.84810
C -1.18957 2.75880 -3.81270
H -1.94011 3.54985 -3.84710
C -1.49258 1.54852 -3.18742
H -2.47396 1.38777 -2.73323
C -0.20539 -2.33712 -3.75452
C -1.02706 -2.86845 -4.76130
H -2.10009 -2.66006 -4.73847
C -0.47536 -3.62576 -5.79729
H -1.12234 -4.01925 -6.58141
C 0.90131 -3.86684 -5.83361
H 1.33258 -4.45447 -6.64553
C 1.72364 -3.33373 -4.83789
H 2.79932 -3.50649 -4.86351
C 1.17935 -2.55762 -3.80524
H 1.85039 -2.11901 -3.06026
H -2.51544 -1.22655 -2.76663
Si 2.03129 0.81267 0.21097
C 1.09162 -0.70916 -0.23495
C -0.26111 -0.57803 -0.58849
H -0.79564 0.34911 -0.37555
C -1.05111 -1.76184 -0.88035
H -2.19478 -1.73170 -0.65065
C -0.40079 -3.13625 -0.57608
H -0.88308 -4.01329 -1.02756
C 0.98262 -3.14776 -0.30739
H 1.48388 -4.10685 -0.18701
C 1.70666 -1.96772 -0.17471
H 2.78278 -2.02155 -0.00304
C 0.87697 2.27256 0.08890
C -0.29887 2.36644 0.85017
H -0.48240 1.67003 1.67035
C -1.25453 3.34469 0.55366
H -2.20462 3.34619 1.08914
C -0.97914 4.31754 -0.41402
H -1.71329 5.09488 -0.64353
C 0.25324 4.30334 -1.07638
H 0.48597 5.07824 -1.80979
C 1.16893 3.27690 -0.84198
H 2.10757 3.23622 -1.39819
H 3.11187 0.88481 -0.69228
Cl 2.55315 0.51515 2.19264
C -1.09433 2.33764 5.04365
O -0.15136 2.37913 3.97155
C 1.15716 2.74264 4.38824
C 1.90748 1.66606 5.17995
O 1.17728 0.44362 5.12691
C 1.87674 -0.64530 5.72948
H -2.00332 1.90473 4.61672
H -0.73645 1.71947 5.88157
H -1.30363 3.35911 5.40830
H 1.71462 2.94031 3.46379
H 1.11281 3.65498 5.00940
H 2.90397 1.53211 4.72553
H 2.00050 2.01264 6.22784
H 2.76438 -0.93526 5.13875
H 2.19829 -0.40973 6.76342
H 1.17579 -1.48689 5.74795
*
```

---

Run ii
Computed, not measured: a molecular structure, C33H37ClFeO2Si2, with ωB97M-V/def2-TZVPD.

Results
**LUMO energy (spin up / spin down)**: -2.8 / -4.3 eV
**Kohn-Sham gap (spin up / spin down)**: 6.927 / 7.021 eV

```
! RIJCOSX wB97M-V def2-TZVPD def2/J DEFGRID3
* xyz 1 6
C 3.79955 -1.10142 0.43691
C 3.71924 0.14015 -0.27529
C 3.95128 1.20806 0.65410
H 3.56651 0.23106 -1.34890
C 4.21111 0.62927 1.94250
C 4.09447 -0.80054 1.81042
H 4.27994 -1.53526 2.58542
H 3.70588 -2.09445 0.00468
H 4.02725 2.26513 0.39948
H 4.54382 1.16440 2.82610
Fe 2.33482 0.17144 1.29842
Si -1.41543 2.52398 0.93527
C -2.72984 2.27979 -0.38983
C -3.88315 1.52309 -0.14642
H -4.04833 1.07368 0.83865
C -4.83036 1.34604 -1.15954
H -5.71747 0.74832 -0.95961
C -4.62971 1.90498 -2.42014
H -5.34740 1.73245 -3.21898
C -3.47332 2.64601 -2.67022
H -3.29051 3.05906 -3.66212
C -2.51972 2.82799 -1.66529
H -1.61219 3.40938 -1.86461
C -2.42370 2.85236 2.51513
C -2.75326 4.21245 2.71844
H -2.32473 4.96580 2.04571
C -3.64980 4.58343 3.72571
H -3.89784 5.63933 3.85065
C -4.22876 3.61071 4.54590
H -4.93224 3.90712 5.32033
C -3.88341 2.26823 4.37556
H -4.31617 1.50517 5.01976
C -2.98750 1.88760 3.36815
H -2.75662 0.82496 3.25331
H -0.64527 3.72218 0.56256
Si -1.12083 -1.37533 -0.10661
C -0.80534 -0.02748 1.15197
C -0.15143 1.21256 0.65744
H -0.04707 1.34075 -0.43062
C 1.05598 1.66436 1.40785
H 1.53579 2.59258 1.09529
C 1.18422 1.22301 2.77514
H 1.90392 1.75286 3.40419
C 0.20360 0.38210 3.34023
H 0.17414 0.28866 4.42953
C -0.72037 -0.28116 2.53425
H -1.40282 -1.02011 2.98504
C -0.98380 -0.74303 -1.87128
C 0.22676 -0.24510 -2.38906
H 1.12792 -0.24616 -1.76944
C 0.32554 0.22368 -3.70324
H 1.28504 0.59149 -4.06674
C -0.79074 0.21045 -4.54047
H -0.72539 0.58898 -5.56129
C -1.99343 -0.32242 -4.06117
H -2.87745 -0.35081 -4.70983
C -2.08493 -0.80754 -2.74870
H -3.02716 -1.24919 -2.39775
H -2.08014 -2.36888 0.14676
Cl 0.95875 -1.99055 0.34862
C 3.92860 -2.94674 -3.01139
O 2.65904 -2.68356 -2.41362
C 1.88309 -3.85883 -2.20274
C 2.40980 -4.82399 -1.13765
O 3.36714 -4.17868 -0.30628
C 3.63208 -4.89791 0.90099
H 4.47047 -1.99535 -3.00638
H 4.48839 -3.69637 -2.43062
H 3.80415 -3.30027 -4.04920
H 0.90257 -3.49101 -1.87094
H 1.77929 -4.41919 -3.14746
H 1.55202 -5.17056 -0.53707
H 2.89206 -5.68303 -1.63208
H 2.70724 -5.29187 1.35544
H 4.31911 -5.73930 0.71276
H 4.09700 -4.19903 1.60396
*
```

---

Ordering by calculated energy gives the sequence run ii, run i, with the first entry being the most stable.

---

Run i
Computed, not measured: 2 unconnected molecules or ions with the total composition C2ClNO2, with ωB97M-V/def2-TZVPD.

Results
**LUMO energy**: 0.1 eV
**Kohn-Sham gap**: 10.661 eV

```
! RIJCOSX wB97M-V def2-TZVPD def2/J DEFGRID3
* xyz 0 1
C 1.04455 0.08807 -0.40552
C -1.41239 -1.79427 0.51619
N 0.77811 1.25541 -0.46403
O 1.40159 -0.98078 -0.68020
O -2.14139 -0.91406 0.34874
Cl 0.32954 2.34564 0.68482
*
```

---

Run ii
Computed, not measured: 2 unconnected molecules or ions with the total composition C2ClNO2, with ωB97M-V/def2-TZVPD.

Results
**LUMO energy (spin up / spin down)**: -2.8 / -3.0 eV
**Kohn-Sham gap (spin up / spin down)**: 5.228 / 4.845 eV

```
! RIJCOSX wB97M-V def2-TZVPD def2/J DEFGRID3
* xyz 0 1
C 0.30872 -0.86901 0.00012
C -1.48844 0.72047 0.00096
N -0.80829 -0.30847 0.00564
O 1.07452 -1.71856 -0.00344
O -2.35624 1.47395 -0.00180
Cl 3.26972 0.70162 -0.00147
*
```

---

Ordering by calculated energy gives the sequence run i, run ii, with the first entry being the most stable.